A 2-piece molecular cluster, C4H13NS overall at a distorted geometry, computed with wB97M-V/def2-TZVPD.

Last column: Mulliken charge in e.
Element x y z (Å)
S  -1.2788  -2.2148  -0.3558  -0.269
N  1.1411  1.4817  -1.2572  -0.604
C  2.7410  0.4444  0.3812  -0.963
C  -1.7397  -0.9227  0.8577  -0.051
C  -3.0516  -0.1944  0.6221  -1.138
C  2.0452  0.3422  -0.9665  -0.194
H  -3.8957  -0.8338  0.8729  0.330
H  3.6394  -0.1806  0.4390  0.316
H  -3.1416  0.0375  -0.4384  0.332
H  -2.3380  -2.4275  -1.1458  0.097
H  2.0913  0.2002  1.2205  0.250
H  2.7625  0.2828  -1.7941  0.330
H  1.6712  2.3481  -1.2283  0.226
H  -2.9714  0.7744  1.1066  0.329
H  0.4908  1.5928  -0.4844  0.215
H  1.3503  -0.4984  -0.9564  0.149
H  -1.7372  -1.4440  1.8041  0.354
H  3.1274  1.4463  0.5467  0.295
H  -0.9061  -0.2343  0.7760  -0.003

Computed properties:
Energy above the lowest of the compared OMol25 structures with the same formula, charge and spin, kcal per mole: 10.9
Structure (SMILES): CCN.CCS
HOMO level, eV: -8.98
Kohn-Sham gap, eV: 9.916

A 3-piece molecular cluster, C2H6NO3 overall at a distorted geometry, computed with wB97M-V/def2-TZVPD.

Last column: Mulliken charge in e.
Element x y z (Å)
O  0.3013  -1.3332  -0.3402  -0.708
O  0.6601  2.0456  -3.0228  -0.511
O  -1.9531  -1.8861  2.3097  -0.670
N  1.5672  0.4779  0.4168  -0.806
C  0.7086  -0.4982  0.5173  -0.013
C  0.2884  1.4950  -1.9949  -0.141
H  -0.5160  1.9538  -1.3962  0.229
H  0.5326  -0.8861  1.5606  0.388
H  -1.2132  -1.5101  1.8137  0.373
H  1.6819  0.9006  -0.4945  0.275
H  0.4531  0.4065  -1.9796  0.297
H  -2.5109  -1.1657  2.6101  0.287

Computed properties:
Energy above the lowest of the compared OMol25 structures with the same formula, charge and spin, kcal per mole: 64.1
Charge: -1
HOMO level, eV: -3.85
Kohn-Sham gap, eV: 7.702

A 9-piece molecular cluster, C24H42F3N3O12 overall at a distorted geometry, computed with wB97M-V/def2-TZVPD.

Last column: Mulliken charge in e.
Element x y z (Å)
F  0.6982  -6.0608  -3.0094  -0.312
F  -1.7899  0.1444  2.3462  -0.393
F  -0.3305  3.6979  -2.0819  -0.392
O  1.1619  1.1109  -2.9584  -0.379
O  0.1013  -5.6771  2.9530  -0.550
O  0.0235  1.6880  -1.1909  0.096
O  -0.1733  -0.4067  -1.9056  -0.490
O  -0.2127  -2.3867  1.7076  -0.308
O  1.4955  -1.5433  2.8277  -0.643
O  3.1696  1.1162  3.3468  -0.628
O  -0.5607  -3.8136  -1.6782  -0.235
O  -2.4614  -3.7494  -2.8455  -0.520
O  0.2764  -0.2704  1.4605  0.151
O  -0.5860  -4.4577  -3.8620  -0.324
O  1.4722  2.6414  1.7445  -0.277
N  -8.5501  0.1074  -0.2492  -0.444
N  -3.6972  3.0736  0.0581  -0.542
N  4.3010  0.7915  -1.3801  -0.671
C  1.2507  -5.4766  2.0825  0.049
C  3.4315  -1.5114  -0.7940  1.166
C  1.6530  2.4125  -2.5794  -0.399
C  0.6841  -4.7442  -3.3951  0.266
C  -6.6607  1.5937  -1.2688  -0.413
C  3.9785  -3.6609  0.3932  -1.001
C  -1.6440  5.3307  1.7474  -0.848
C  -7.7437  0.8216  -0.6545  0.208
C  -4.7698  -0.0676  -0.8814  -0.608
C  3.8306  -0.2422  -1.1284  -0.246
C  -1.6940  3.8089  1.5415  0.705
C  0.6268  2.8528  -1.5010  1.418
C  0.2878  0.6955  -2.0442  0.224
C  -1.1300  -0.2714  1.1687  0.571
C  4.2712  1.0970  2.4445  -0.431
C  2.4152  3.5946  1.3010  -0.898
C  4.4819  -2.2883  0.0451  -0.346
C  -1.3795  -1.7493  1.0187  -0.106
C  -2.7361  3.3464  0.6550  0.231
C  -1.5534  5.9941  0.3434  -1.002
C  -1.3013  -3.9720  -2.8023  0.516
C  0.7950  -3.8698  -2.0499  0.316
C  0.5698  -1.3971  2.1037  0.433
C  -5.6384  0.6936  -1.8618  -0.442
H  5.0682  0.4114  2.7463  0.327
H  5.4293  -2.3340  -0.4476  0.483
H  -1.4896  0.2952  0.3228  -0.016
H  1.8068  4.4800  1.1557  0.280
H  -2.2812  -2.0717  1.5260  0.316
H  3.2401  3.7506  1.9881  0.395
H  -6.2035  2.2559  -0.5345  0.167
H  3.2112  -2.0334  -1.7272  0.372
H  3.0469  -3.5978  0.9395  -0.079
H  1.5855  -6.4059  1.6828  0.343
H  4.6906  -1.6134  0.8963  0.116
H  2.0443  -4.8876  2.6758  0.192
H  -1.7961  3.3260  2.5357  0.405
H  2.8686  3.4096  0.3459  0.262
H  2.8786  0.1760  3.4359  0.319
H  1.0615  3.2845  -0.6143  -0.725
H  -5.1172  1.4735  -2.4365  0.252
H  1.8917  2.1857  2.4847  0.355
H  -6.0534  0.0294  -2.6549  0.377
H  1.5104  -4.5715  -4.1120  0.374
H  3.7243  -4.1997  -0.4868  0.326
H  -3.9903  0.6148  -0.4896  -0.126
H  -2.3521  5.6606  -0.2801  0.344
H  -5.4364  -0.4053  -0.0995  0.360
H  4.5363  -4.2895  1.0268  0.491
H  4.7550  2.1051  2.4956  0.266
H  3.8870  0.7922  1.4715  0.049
H  -2.4629  5.6798  2.3788  0.388
H  1.0528  -2.8645  -2.2967  -0.122
H  1.6256  3.0345  -3.4865  0.337
H  -0.4957  -5.0193  2.6285  0.329
H  -0.6371  5.6186  -0.1574  0.115
H  -1.4946  7.0524  0.3593  0.410
H  -4.2402  -0.9066  -1.2983  0.305
H  0.9414  -4.8937  1.2077  -0.305
H  1.4878  -4.4041  -1.3334  0.013
H  -0.8036  5.6071  2.3620  0.381
H  -0.7565  3.4396  1.1571  -0.556
H  -1.3490  -2.1988  0.0167  0.000
H  2.7489  2.2256  -2.2416  0.176
H  2.5572  -1.3832  -0.2124  -0.574
H  -7.0534  2.1752  -2.0973  0.372

Computed properties:
Structure (SMILES): O=C1OC[C@@H](F)O1.O=C1OC[C@@H](F)O1.O=C1OC[C@@H](F)O1.CCCC#N.CCCC#N.CCCC#N.CO.CO.CO
HOMO level, eV: -10.49
Kohn-Sham gap, eV: 10.651

A 2-piece molecular cluster, C5H10O overall, computed with wB97M-V/def2-TZVPD.

Last column: Mulliken charge in e.
Element x y z (Å)
O  -1.6371  -0.8514  0.6980  -0.383
C  -1.0319  0.7680  -0.8518  -0.224
C  -2.0660  -0.2793  -0.5274  -0.401
C  -0.6075  -0.0596  1.2611  -0.275
C  -0.1868  0.8763  0.1645  -0.687
C  2.3851  -0.4665  -0.2602  -1.017
H  -1.0481  1.3800  -1.7477  0.400
H  1.3436  -0.3891  -0.6164  0.171
H  2.9733  0.0993  -0.9809  0.323
H  -2.1528  -1.0820  -1.2712  0.251
H  2.5985  -0.0753  0.7462  0.236
H  0.1650  -0.7331  1.6546  0.281
H  -3.0638  0.1754  -0.4112  0.250
H  2.6940  -1.5094  -0.2363  0.317
H  -0.9828  0.5514  2.0946  0.227
H  0.6174  1.5953  0.2840  0.532

Computed properties:
Energy above the lowest of the compared OMol25 structures with the same formula, charge and spin, kcal per mole: 37.2
Structure (SMILES): C1=CCOC1.C
HOMO level, eV: -9.05
Kohn-Sham gap, eV: 10.082

C47H34N2O6PtS4 as an isolated structure, computed with wB97M-V/def2-TZVPD.

Last column: Mulliken charge in e.
Element x y z (Å)
Pt  0.7417  -0.9905  -0.7689  0.424
S  1.0500  -3.8291  -2.7118  -0.404
S  -1.5383  1.3441  0.4367  1.209
S  -1.3902  -2.6540  0.6611  0.096
S  -0.4098  -0.0680  -3.5960  1.090
O  1.1526  -0.8055  1.1992  -0.475
O  -1.1870  -1.6148  -0.4430  1.089
O  0.5281  0.9897  -3.8476  -0.683
O  -1.5784  2.5162  -0.4731  -0.832
O  -1.6795  0.2591  -3.0152  -0.522
O  2.7946  -0.1611  2.5707  -0.737
N  0.3364  -1.2684  -2.7211  -0.687
N  2.5885  -0.2930  -0.9538  0.085
C  -0.7920  2.0186  4.3329  -0.986
C  -4.6225  0.8497  5.0986  -0.789
C  -0.7548  1.5042  3.0458  -0.180
C  -0.1273  -2.3438  -4.7400  0.051
C  -0.6170  -1.0823  -5.0184  0.259
C  -7.5826  -1.8837  0.4206  -0.811
C  3.1784  -0.0567  0.2318  0.510
C  -6.8173  -2.3892  1.4946  -0.857
C  -2.5161  -0.9490  4.7330  0.713
C  -4.2921  0.4563  3.8353  -0.917
C  -2.9134  -3.4148  0.1591  0.913
C  -1.8774  -1.8275  2.1716  2.108
C  -6.5447  -5.3199  -1.0287  -1.435
C  -1.6971  3.0177  4.6778  1.031
C  -3.1999  0.6001  0.3169  0.691
C  -1.4331  -1.8372  4.5340  -1.221
C  -7.0636  -0.9147  -0.3867  -0.930
C  -1.1175  -2.2649  3.2815  -1.461
C  -3.9101  0.3560  6.2130  -0.767
C  0.4208  -2.4502  -3.3572  0.731
C  2.3425  -0.3562  1.4638  0.371
C  3.2331  -0.0278  -2.0913  0.148
C  -4.5649  -5.0992  0.5126  -0.844
C  -1.1705  -0.7454  -6.2371  -0.752
C  -2.8979  -0.9140  2.2997  -1.127
C  -1.6496  1.9852  2.1020  -0.070
C  -3.3950  -4.4756  0.9105  -0.808
C  -1.2238  -1.7405  -7.2042  -0.605
C  -3.6794  -0.3925  1.1377  -0.247
C  -3.5516  -2.9894  -0.9936  -0.270
C  -4.9961  -0.9009  0.9161  1.127
C  -3.9576  1.0836  -0.7701  -0.836
C  4.4584  0.4461  0.3125  -0.712
C  -5.2078  0.5946  -1.0007  -1.145
C  -5.2477  -4.6776  -0.6263  0.924
C  5.1425  0.7172  -0.8626  -0.261
C  -2.5574  3.5118  3.6977  -0.889
C  -2.8774  -0.5160  6.0324  -0.930
C  -0.7359  -3.0186  -6.9394  -0.471
C  -5.5616  -1.9132  1.7350  -0.996
C  -0.1830  -3.3341  -5.7065  -0.817
C  -2.5389  3.0022  2.4113  -0.758
C  4.5192  0.4803  -2.0769  -0.896
C  -3.2374  -0.4666  3.6145  1.342
C  -4.7219  -3.6270  -1.3723  -0.889
C  -1.7467  3.5439  6.0854  -1.446
C  -5.7622  -0.4001  -0.1619  0.804
H  -5.4300  1.5546  5.2488  0.443
H  0.2009  -4.3203  -5.4825  0.450
H  -2.1033  2.7700  6.7689  0.256
H  -3.1446  -2.1659  -1.5676  0.504
H  -5.2402  -3.2931  -2.2634  0.394
H  -3.5097  1.8400  -1.4006  0.652
H  -6.5988  -5.4573  -2.1086  0.381
H  -6.6739  -6.2903  -0.5509  0.385
H  -2.3150  -0.8921  6.8786  0.431
H  -2.8674  -4.8099  1.7965  0.465
H  -1.6488  -1.5203  -8.1746  0.400
H  -7.3841  -4.6846  -0.7358  0.208
H  -4.1834  0.6773  7.2100  0.413
H  -0.0464  0.7272  2.7780  0.580
H  -7.2297  -3.1636  2.1293  0.425
H  -4.8318  0.8520  2.9856  0.510
H  -0.7891  -3.7764  -7.7102  0.404
H  -4.9541  -5.9258  1.0946  0.368
H  -0.8555  -2.1669  5.3885  0.432
H  2.6886  -0.2159  -3.0048  0.356
H  6.1478  1.1153  -0.8320  0.448
H  -8.5802  -2.2656  0.2437  0.456
H  -3.1970  3.3933  1.6442  0.503
H  -4.9823  -2.3151  2.5564  0.493
H  5.0142  0.6883  -3.0142  0.419
H  -3.2533  4.3031  3.9518  0.344
H  -5.7935  0.9635  -1.8344  0.423
H  -7.6387  -0.5191  -1.2155  0.463
H  -1.5453  0.2511  -6.4280  0.505
H  4.8777  0.6154  1.2938  0.501
H  -0.2805  -2.9305  3.1143  0.518
H  -0.7570  3.8512  6.4259  0.377
H  -0.1020  1.6384  5.0779  0.477
H  -2.4160  4.3997  6.1659  0.361

Computed properties:
Energy above the lowest of the compared OMol25 structures with the same formula, charge and spin, kcal per mole: 2.8
HOMO level, eV: -7.86
Kohn-Sham gap, eV: 7.543

A 2-piece molecular cluster, C2H8N2S overall at a distorted geometry, computed with wB97M-V/def2-TZVPD.

Last column: Mulliken charge in e.
Element x y z (Å)
S  -3.2301  -0.4532  1.9929  -0.186
N  2.2482  1.3457  -1.2794  -0.469
N  4.0273  0.4726  -2.4830  -0.624
C  3.2715  1.4592  -2.1861  0.067
C  -2.4170  -2.0399  1.6009  -0.692
H  3.5857  2.4934  -2.3676  0.281
H  -2.9283  -2.9308  1.9555  0.256
H  -3.0623  0.1079  0.7918  0.107
H  2.1441  2.1539  -0.6905  0.242
H  -2.1949  -1.9747  0.5437  0.250
H  4.3733  0.5952  -3.4337  0.239
H  -1.4563  -2.0583  2.1199  0.265
H  2.3196  0.4161  -0.8808  0.265

Computed properties:
Energy above the lowest of the compared OMol25 structures with the same formula, charge and spin, kcal per mole: 15.0
Structure (SMILES): [H]/N=C/N.CS
HOMO level, eV: -9.09
Kohn-Sham gap, eV: 9.815